{"formula": "C16H33N2O4", "method": "ωB97M-V with the def2-TZVPD basis set", "symbols": ["H", "O", "H", "C", "H", "O", "C", "H", "H", "C", "H", "C", "C", "H", "C", "H", "H", "H", "H", "C", "H", "H", "H", "H", "H", "C", "H", "H", "H", "N", "C", "C", "H", "H", "O", "N", "H", "H", "H", "H", "H", "C", "H", "C", "O", "H", "C", "H", "H", "C", "H", "C", "H", "H", "C"], "positions_angstrom": [[-3.79547, 0.78657, 3.10540], [-4.65702, 0.38816, 1.30055], [-7.84351, -1.58150, 2.78257], [0.66820, -0.40476, 0.15441], [7.23671, -2.24560, -0.40446], [5.67947, 0.45075, -1.51024], [-0.79926, -0.01316, 0.73080], [-8.45542, -0.42833, 1.58073], [5.47254, 2.06145, -0.13622], [2.69023, 0.92330, -2.12475], [3.28965, -1.14404, -1.34514], [0.21690, -0.95182, -1.26996], [5.97726, -0.41261, -0.40147], [1.43951, -2.46538, -2.29622], [1.30254, -1.34714, -2.36468], [-1.25199, -0.80797, 1.37955], [3.33432, 0.80782, 0.01106], [-0.23158, -1.96166, -0.99006], [5.97521, 0.11863, 0.60040], [-4.77235, 0.91013, 2.62702], [3.30657, -0.92820, -3.13016], [-5.42937, 0.61262, -0.58063], [-0.76898, 0.93797, 1.33927], [0.82403, -1.14522, -3.37529], [-6.81296, -1.07351, 1.41428], [-5.81151, 0.14793, 3.43584], [-5.56857, -0.91869, 3.48050], [-5.00199, 1.97988, 2.60541], [-1.78201, -0.73772, -2.31600], [-1.75209, 0.13472, -0.44301], [2.28719, -1.39575, 1.41169], [-1.02326, -0.10529, -1.76603], [1.19152, 0.58423, 0.23551], [-6.35200, 1.44563, 0.68144], [3.42549, -1.42730, 1.60868], [1.09025, -1.51546, 1.05379], [3.23407, 1.32530, -3.03802], [-5.81036, 0.53557, 4.45908], [-4.77854, 2.09987, 0.14327], [-0.84477, 0.92892, -2.15998], [1.63457, 1.33543, -2.21684], [-5.34756, 1.18599, 0.34474], [-2.43170, -0.61458, -0.27178], [-7.56984, -0.74601, 2.13086], [-7.11947, 0.34924, 2.91666], [5.18216, 2.44502, -1.90730], [7.40265, -1.13661, -0.55092], [5.21757, -1.24796, -0.38694], [-2.20423, 1.05356, -0.49537], [5.03423, 1.65790, -1.10352], [7.85231, -0.97245, -1.56594], [3.47839, 1.51351, -0.87031], [8.09458, -0.80168, 0.26790], [2.95951, 2.47389, -0.58423], [2.71819, -0.66365, -2.19595]], "relative_energy_kcal_mol": 0.0, "orbital_gap_ev": 8.73, "e_homo_ev": -11.89, "charge": 1, "e_tot_ev": -28287.5828}